ORCA calculation (the ωB97M-V functional and the def2-TZVPD basis) on a structure of composition C24H21BBrFN4O7V in a non-equilibrium geometry.

Results
Multiplicity: 4
DFT total energy in Eh: -5315.7341
⟨S²⟩: 3.77
Kohn-Sham gap (alpha / beta) in eV: 6.6 / 7.8

Last column: natural (NBO) charge in e.
CARTESIAN COORDINATES (ANGSTROEM)
V 0.38069 0.12348 0.92282  0.826
O 0.40539 1.07348 2.82132  -0.705
C 1.66969 0.90298 3.41602  -0.099
C 2.74469 0.67508 2.38392  0.189
C 4.09019 0.88828 2.64432  -0.228
C 5.02109 0.58958 1.66242  -0.142
C 4.55949 0.09388 0.44982  -0.239
C 3.19959 -0.06962 0.26522  0.079
N 2.29979 0.20868 1.20952  -0.485
H 0.43599 1.88838 2.26822  0.523
H 1.58729 0.00308 4.04462  0.214
H 1.92119 1.75858 4.06232  0.199
H 4.40489 1.28478 3.59852  0.226
H 6.07539 0.73658 1.84002  0.226
H 5.24679 -0.16382 -0.33818  0.231
H 2.80929 -0.45962 -0.66758  0.210
C -4.93201 0.79878 1.80992  -0.632
C -3.83111 0.47008 0.85422  -0.019
C -4.07701 0.21588 -0.49728  -0.154
C -3.01021 -0.09842 -1.33428  -0.241
C -1.75691 -0.14442 -0.76588  0.146
Br -0.17551 -0.53722 -1.75528  0.194
N -1.48681 0.08488 0.51952  -0.498
C -2.52211 0.39398 1.30882  0.045
H -5.86241 0.99658 1.28552  0.224
H -4.66821 1.66848 2.40732  0.230
H -5.08491 -0.03552 2.49382  0.232
H -5.07861 0.26508 -0.89748  0.230
H -3.15491 -0.30172 -2.38448  0.246
H -2.26551 0.57688 2.34592  0.216
F 1.89149 1.54348 -4.88498  -0.308
C 0.74799 2.12808 -4.47878  0.198
C 0.58659 2.42278 -3.17148  0.016
N -0.55671 2.97838 -2.69648  -0.410
C -0.75741 3.29728 -1.29258  -0.319
C 0.51869 3.15798 -0.38338  0.793
O 1.55109 3.72648 -0.69088  -0.660
O 0.31309 2.45188 0.63772  -0.840
C -1.62161 3.25338 -3.53418  0.785
O -2.67541 3.69048 -3.13098  -0.627
N -1.40141 2.96878 -4.86138  -0.628
C -0.27191 2.42238 -5.47178  0.595
O -0.23421 2.24978 -6.66528  -0.575
H 1.38009 2.23648 -2.46278  0.255
H -1.55101 2.65278 -0.88998  0.204
H -1.11571 4.32978 -1.23308  0.239
H -2.16571 3.20828 -5.48438  0.432
O 1.22219 -2.59142 0.46592  -0.689
B 0.37639 -1.84702 1.30192  0.550
O -0.40081 -2.73232 2.04492  -0.659
C -0.03721 -3.99052 1.67822  0.223
C -0.48811 -5.21602 2.12572  -0.254
C 0.08059 -6.34492 1.55262  -0.223
C 1.03809 -6.25232 0.55302  -0.226
C 1.49259 -5.02332 0.09942  -0.261
C 0.95469 -3.89992 0.69322  0.283
H -1.25261 -5.28992 2.88322  0.221
H -0.23531 -7.32132 1.88762  0.212
H 1.43629 -7.15502 0.11612  0.212
H 2.23019 -4.94142 -0.68078  0.218

ORCA calculation (the ωB97M-V functional and the def2-TZVPD basis) on a structure of composition C24H21BiI2N3OSe in a non-equilibrium geometry.

Results
Multiplicity: 1
DFT total energy in Eh: -4377.8972
Kohn-Sham gap in eV: 7.2
Charge: +1

Last column: natural (NBO) charge in e.
CARTESIAN COORDINATES (ANGSTROEM)
Bi -0.39936 -0.54180 -0.59484  1.690
I 7.21285 -0.41324 -0.62565  0.165
C 5.14031 -0.33045 -1.03199  -0.165
C 4.57307 -1.28402 -1.86573  -0.249
C 3.22616 -1.19993 -2.15424  -0.214
I 2.22945 -2.70200 -3.25686  0.160
C 2.42559 -0.16556 -1.65892  0.351
O 1.16659 -0.02063 -2.02842  -0.872
C 2.99735 0.70122 -0.71632  -0.143
C 2.04178 1.58704 0.02062  -0.250
N 1.15352 0.74307 0.85583  -0.663
C 1.86366 0.04316 1.92188  -0.287
C 1.56886 -1.43115 1.99467  0.235
C 2.32597 -2.24275 2.83485  -0.228
C 2.04715 -3.59537 2.88420  -0.116
C 1.00697 -4.09567 2.10957  -0.237
C 0.29724 -3.21682 1.31509  0.067
N 0.58248 -1.91794 1.26141  -0.528
C 4.35006 0.63424 -0.42698  -0.229
H 5.17146 -2.08386 -2.27761  0.246
H 1.41118 2.12656 -0.68956  0.244
H 2.57543 2.30556 0.64842  0.213
H 0.44988 1.36326 1.26145  0.428
H 1.61031 0.47893 2.89583  0.233
H 2.94471 0.15503 1.78241  0.246
H 3.12018 -1.81837 3.42799  0.238
H 2.62890 -4.24923 3.51324  0.241
H 0.75185 -5.14345 2.12191  0.244
H -0.52938 -3.55417 0.70834  0.210
H 4.78306 1.33304 0.27409  0.228
Se -1.66944 1.65674 0.00774  -0.268
C -1.90876 2.91782 -1.48157  -0.156
C -1.60732 4.25479 -1.27590  -0.245
C -1.95082 5.18194 -2.24633  -0.190
C -2.58643 4.77422 -3.40729  -0.198
C -2.84774 3.42955 -3.61678  -0.210
C -2.51046 2.49463 -2.65176  -0.185
H -1.13552 4.56750 -0.35732  0.223
H -1.73133 6.22601 -2.07495  0.226
H -2.88548 5.50533 -4.14114  0.226
H -3.33556 3.09922 -4.52257  0.225
H -2.73947 1.45028 -2.80239  0.205
C -5.07230 -1.84668 1.64754  -0.136
C -4.26088 -1.03478 2.42563  -0.223
C -2.99357 -0.72678 1.96090  0.052
N -2.51962 -1.17744 0.80686  -0.516
C -3.30658 -1.93720 0.05325  0.030
C -4.58602 -2.29997 0.42941  -0.233
H -6.06571 -2.11580 1.96960  0.237
H -4.60132 -0.63667 3.36689  0.238
H -2.33634 -0.07527 2.51942  0.202
H -2.89038 -2.25811 -0.89353  0.197
H -5.18622 -2.91403 -0.22039  0.239

ORCA calculation (the ωB97M-V functional and the def2-TZVPD basis) on a structure of composition C24H21IrN6OS5Sb.

Results
Energy above the lowest of the compared OMol25 structures with the same formula, charge and spin in kJ/mol: 16.2
Multiplicity: 2
DFT total energy in Eh: -3666.6043
⟨S²⟩: 0.75
Kohn-Sham gap (alpha / beta) in eV: 6.3 / 6.3

Last column: natural (NBO) charge in e.
CARTESIAN COORDINATES (ANGSTROEM)
Ir 0.88862 -0.70278 -1.13629  0.614
C -0.05031 -3.39756 4.25232  -0.619
C -0.94563 -3.93992 3.14672  -0.209
N -0.32253 -3.91778 1.81978  -0.392
C 0.21893 -5.17619 1.30912  -0.216
C 1.67762 -5.40085 1.68388  -0.619
C -0.21664 -2.75557 1.14713  0.354
S 0.59262 -2.82051 -0.38518  -0.111
N -0.79638 -1.71488 1.75358  -0.664
C -0.63740 -0.43726 1.45252  0.655
O 0.16205 0.09973 0.63897  -0.676
C -1.48527 0.51540 2.23708  -0.056
C -1.52251 1.85787 1.86919  -0.195
C -2.28371 2.76010 2.59501  -0.218
C -3.00741 2.32882 3.69839  -0.198
C -2.97455 0.99137 4.06884  -0.208
C -2.21795 0.08727 3.34027  -0.196
H -0.57945 -3.42691 5.20634  0.213
H 0.22481 -2.36448 4.04500  0.225
H 0.86104 -3.98713 4.35266  0.205
H -1.86826 -3.36419 3.09953  0.222
H -1.20559 -4.97885 3.34852  0.196
H 0.10249 -5.19052 0.22736  0.228
H -0.40411 -5.97462 1.71314  0.198
H 2.29680 -4.58896 1.30352  0.226
H 2.03471 -6.33469 1.24798  0.217
H 1.80456 -5.46129 2.76513  0.202
H -0.94894 2.17929 1.01038  0.228
H -2.31014 3.80208 2.30303  0.214
H -3.59534 3.03516 4.27052  0.213
H -3.53790 0.65333 4.92903  0.212
H -2.18240 -0.95726 3.61578  0.228
S 0.32510 6.21629 -4.34749  0.923
N -0.71190 4.97885 -4.39331  -0.593
C -0.19038 4.01603 -3.65408  0.099
C -0.80120 2.72671 -3.39435  -0.022
C -2.01685 2.30245 -3.92821  -0.126
C -2.50106 1.06376 -3.57019  -0.242
C -1.77081 0.28063 -2.68000  0.087
N -0.60580 0.66720 -2.18634  -0.438
C -0.11150 1.85528 -2.55266  0.154
C 1.21045 2.18387 -2.02760  0.274
N 1.82842 1.21184 -1.34077  -0.450
C 3.02669 1.45800 -0.82760  0.099
C 3.65402 2.69150 -0.95559  -0.230
C 3.04283 3.68628 -1.68271  -0.098
C 1.79644 3.42844 -2.24674  -0.089
C 1.06397 4.36528 -3.07577  0.128
N 1.46179 5.58491 -3.39080  -0.589
H -2.55304 2.94582 -4.61320  0.237
H -3.43438 0.69076 -3.96723  0.231
H -2.12969 -0.68530 -2.34732  0.220
H 3.48850 0.63848 -0.29474  0.224
H 4.62377 2.84142 -0.50387  0.234
H 3.51757 4.64392 -1.84850  0.240
S 4.00047 1.48624 -4.13928  -0.812
Sb 3.31538 -0.37756 -5.14455  0.976
S 0.94734 -0.68693 -4.75341  -0.444
S 1.75201 -1.63241 -3.06294  -0.265

ORCA calculation (the ωB97M-V functional and the def2-TZVPD basis) on a structure of composition C24H21MoN5O7 in a non-equilibrium geometry.

Results
Energy above the lowest of the compared OMol25 structures with the same formula, charge and spin in kJ/mol: 110.5
Multiplicity: 3
DFT total energy in Eh: -1795.9389
⟨S²⟩: 2.01
Kohn-Sham gap (alpha / beta) in eV: 6.8 / 6.8

Last column: natural (NBO) charge in e.
CARTESIAN COORDINATES (ANGSTROEM)
Mo 0.11930 -0.08471 -0.46344  1.638
O -1.34039 0.71524 -4.31406  -0.603
C -0.97234 0.22115 -3.26372  0.627
N -0.60678 0.83916 -2.12626  -0.610
C -0.58684 2.24665 -2.03808  0.177
C -0.25159 3.12942 -3.05366  -0.213
C -0.22829 4.48697 -2.77725  -0.227
C -0.54249 4.93857 -1.50218  -0.210
C -0.89345 4.04988 -0.49809  -0.216
C -0.92121 2.68437 -0.76526  0.114
N -1.13746 1.63567 0.17905  -0.615
C -1.79851 2.03462 1.29223  0.640
O -2.60710 2.95087 1.34767  -0.601
C -1.45910 1.50169 2.68070  0.239
C -1.24376 2.43998 3.68167  -0.193
C -0.95485 2.01797 4.96140  -0.110
C -0.92019 0.65798 5.25333  -0.234
C -1.15437 -0.22526 4.23509  0.076
N -1.41753 0.21168 2.99550  -0.444
C -0.87288 -1.25681 -3.09780  0.169
C -1.19034 -2.10644 -4.13734  -0.198
C -1.03027 -3.46484 -3.96380  -0.129
C -0.53721 -3.91163 -2.74712  -0.238
C -0.24958 -2.99324 -1.76142  0.059
N -0.42742 -1.67145 -1.90440  -0.447
H -0.02110 2.75304 -4.03817  0.237
H 0.03221 5.19010 -3.55744  0.211
H -0.52148 5.99906 -1.28363  0.209
H -1.15756 4.42631 0.47845  0.225
H -1.30492 3.48581 3.42617  0.255
H -0.75814 2.74422 5.73940  0.231
H -0.70287 0.29527 6.24684  0.237
H -1.13407 -1.29588 4.37311  0.217
H -1.53806 -1.65662 -5.05701  0.262
H -1.26201 -4.16174 -4.75801  0.229
H -0.35868 -4.96089 -2.55773  0.229
H 0.16347 -3.33512 -0.83396  0.197
O -0.81798 -1.19889 0.97076  -0.796
C -0.34498 -2.44824 1.40202  -0.058
C 1.19503 -2.54428 1.33279  -0.264
N 1.79490 -1.55681 0.38986  -0.414
C 2.72907 -0.67469 1.12993  -0.338
C 1.89457 0.26768 1.96556  0.785
O 2.03542 0.38663 3.17014  -0.644
O 1.01659 0.88252 1.24080  -0.718
C 2.53308 -2.11315 -0.76270  -0.349
C 2.40742 -1.15347 -1.95275  0.780
O 2.83617 -1.48344 -3.03207  -0.602
O 1.84851 -0.00963 -1.64262  -0.719
H -1.44327 -0.47808 2.16945  0.480
H -0.82269 -3.25221 0.84428  0.166
H -0.64527 -2.60945 2.44359  0.166
H 1.50254 -3.55727 1.06630  0.207
H 1.60036 -2.33753 2.32271  0.224
H 3.27336 -0.07755 0.40058  0.246
H 3.42508 -1.26561 1.72691  0.206
H 2.17488 -3.09721 -1.04991  0.223
H 3.59511 -2.21035 -0.52642  0.226

Q: What is the formula in the third record?
A: C24H21IrN6OS5Sb